{"formula": "C12H18N2O", "method": "ωB97M-V/def2-TZVPD", "species": ["C", "C", "C", "C", "C", "C", "C", "C", "C", "C", "C", "C", "N", "N", "O", "H", "H", "H", "H", "H", "H", "H", "H", "H", "H", "H", "H", "H", "H", "H", "H", "H", "H"], "positions_angstrom": [[-3.463766, -0.172976, 0.650849], [-4.577983, -0.250131, 1.117788], [-2.108136, 1.159470, -0.924150], [-2.176486, -0.097044, -0.138971], [-1.181772, 1.673244, -1.790501], [2.339431, -0.327658, -0.290989], [-5.850733, -0.346433, 1.752569], [-1.849943, 2.869257, -2.610264], [3.545040, 0.624165, -0.412004], [3.673303, -2.464043, 0.227594], [2.815553, -0.795197, 2.075215], [2.553849, -1.437162, 0.682700], [1.274550, -0.188138, -0.980284], [-0.002814, 1.601622, -2.284090], [-1.274194, -0.899048, 0.147835], [-3.035410, 1.860195, -0.911774], [-6.276337, -1.268276, 1.320727], [-6.569454, 0.470418, 1.706944], [-5.832280, -0.493022, 2.790001], [-2.571121, 3.387431, -1.975977], [-1.179365, 3.555439, -3.116115], [-2.417864, 2.274685, -3.435690], [4.408383, 0.001694, -0.340679], [3.480732, 1.371748, 0.391234], [3.495463, 1.197284, -1.337645], [3.483431, -3.475580, 0.503000], [4.632517, -2.244226, 0.656969], [4.000655, -2.476199, -0.859170], [1.917729, -0.275426, 2.470065], [3.843469, -0.394542, 2.044488], [2.877718, -1.640194, 2.764501], [1.654543, -2.026683, 0.796047], [0.371294, -0.774672, -0.690224]], "atomic_forces_ev_per_a": [[0.14, -0.24, -1.14], [1.76, 0.99, -0.20], [-2.09, -0.54, 0.93], [0.02, 0.15, 2.58], [0.20, 3.06, -2.35], [-0.72, -0.05, -1.01], [-1.46, -0.94, -0.82], [-1.45, -1.71, -1.18], [-1.92, 0.15, -0.30], [0.62, 1.34, -1.12], [0.28, -2.08, -0.08], [0.50, -0.63, 0.57], [-1.30, -0.50, 1.05], [0.79, -1.18, 0.53], [-1.41, 1.12, -1.25], [1.48, -1.96, 0.47], [-0.44, 0.40, 0.25], [0.27, 0.25, -0.95], [0.73, -0.57, 1.63], [0.09, 0.17, -0.23], [0.25, -0.11, 0.28], [0.70, 1.34, 1.28], [0.99, 0.05, 0.07], [0.27, -0.41, 0.01], [0.10, -0.29, -0.10], [-0.57, -0.70, 0.26], [0.51, 0.39, 0.80], [-1.23, 0.21, 0.87], [1.02, 0.62, -0.60], [-0.87, 0.79, 0.47], [0.23, -0.13, 0.18], [-0.49, 0.02, -0.31], [3.00, 1.00, -0.59]], "lowdin_charge": [0.07, -0.07, 0.03, -0.34, -0.45, -0.42, -0.10, -0.07, -0.03, -0.06, -0.07, -0.37, 0.13, 0.24, 0.04, 0.14, 0.10, 0.09, 0.06, 0.06, 0.06, 0.11, 0.05, 0.08, 0.08, 0.05, 0.05, 0.10, 0.10, 0.08, 0.07, 0.12, 0.08], "lumo_ev": [0.183, -2.052], "multiplicity": 3, "orbital_gap_ev": [8.11, 6.31], "homo_energy_ev": [-7.925, -8.363], "total_charge": 0}

***

{"formula": "C12H18N2O2", "method": "ωB97M-V/def2-TZVPD", "species": ["C", "O", "C", "C", "C", "C", "C", "N", "C", "C", "N", "C", "C", "C", "O", "C", "H", "H", "H", "H", "H", "H", "H", "H", "H", "H", "H", "H", "H", "H", "H", "H", "H", "H"], "positions_angstrom": [[-4.157791, -0.788829, 0.727513], [-2.765524, -0.837261, 0.365317], [-2.016388, 0.259446, 0.080501], [-2.584020, 1.517441, 0.081863], [-1.696097, 2.494994, -0.334648], [-0.397173, 2.172876, -0.496226], [0.178929, 0.859141, -0.370644], [1.579747, 0.738553, -0.509492], [2.847095, 1.272193, 0.152798], [3.196191, 0.430359, 1.348826], [2.737094, -1.021674, 1.128781], [2.939841, -1.321422, -0.322667], [2.008518, -0.427595, -1.223316], [-0.685453, -0.192979, -0.007147], [-0.320077, -1.478142, -0.009254], [-1.043742, -2.419075, -0.774655], [-4.199600, -0.388841, 1.820217], [-4.505903, -1.805619, 0.832931], [-4.759161, -0.245486, 0.017599], [-3.704962, 1.677989, 0.102396], [-2.095761, 3.528183, -0.274843], [0.208052, 3.019044, -0.584510], [2.660508, 2.402735, 0.450632], [3.757437, 1.286863, -0.505866], [4.175073, 0.616373, 1.617169], [2.655708, 0.928536, 2.154033], [1.688212, -0.996695, 1.522606], [2.995928, -2.529729, -0.603343], [4.114565, -1.202121, -0.360638], [2.667293, -0.033290, -2.068075], [1.121340, -0.957041, -1.752827], [-2.265866, -2.244206, -0.515234], [-0.958931, -2.296216, -1.898147], [-0.626464, -3.394722, -0.310811]], "atomic_forces_ev_per_a": [[1.40, 0.77, 2.45], [-2.36, -0.61, 0.70], [-1.69, -1.93, 1.47], [-0.75, -0.46, -1.38], [-1.90, 1.05, 1.46], [1.02, -1.02, 0.37], [0.84, 2.09, 1.26], [1.25, -0.76, -0.53], [-1.72, 3.05, -0.30], [-3.37, -0.81, -0.15], [-1.68, 1.44, 1.44], [1.64, -2.68, 0.74], [0.95, -0.91, -2.40], [0.08, 3.00, -2.18], [0.47, 0.01, 0.69], [-2.88, -1.37, 0.80], [-0.29, -0.10, -1.95], [0.10, -0.37, -0.41], [-0.22, 0.32, -0.09], [1.67, -0.30, 0.30], [0.81, -0.54, -0.56], [1.54, 0.80, -0.57], [0.42, -2.22, -0.48], [-1.44, -0.08, -0.36], [2.58, -0.53, 0.27], [-0.42, -0.84, 0.46], [2.94, -0.51, -1.89], [-1.08, 3.01, 0.94], [-2.23, 0.65, -0.68], [-0.66, -0.67, 0.58], [1.69, 0.68, 1.24], [3.80, -1.27, -0.98], [0.50, -0.18, 1.23], [-0.99, 1.28, -1.52]], "lowdin_charge": [-0.05, -0.19, -0.22, -0.03, -0.12, -0.04, -0.12, -0.10, -0.15, -0.22, -0.08, -0.22, -0.20, -0.18, -0.12, -0.08, 0.13, 0.08, 0.08, 0.13, 0.12, 0.09, 0.15, 0.12, 0.07, 0.10, 0.15, 0.15, 0.13, 0.12, 0.14, 0.15, 0.10, 0.12], "lumo_ev": 0.810, "orbital_gap_ev": 8.41, "smiles": "COc1cccc(N2CCNCC2)c1OC", "homo_energy_ev": -7.596, "total_charge": 0}

***

{"formula": "C12H18N2P", "method": "ωB97M-V/def2-TZVPD", "species": ["C", "C", "P", "C", "C", "C", "N", "C", "C", "C", "C", "C", "C", "N", "C", "H", "H", "H", "H", "H", "H", "H", "H", "H", "H", "H", "H", "H", "H", "H", "H", "H", "H"], "positions_angstrom": [[-4.296536, -0.320492, -0.590519], [-3.257189, 0.529570, -1.357222], [-1.589398, 0.835024, -0.563792], [-0.520817, 1.547155, -1.868809], [-1.991363, 1.717093, 0.967500], [-0.915568, -0.734774, 0.073187], [0.086775, -1.419983, -0.137056], [1.341628, -1.664131, -0.091749], [2.074388, -2.812169, -0.469461], [3.428056, -2.961874, -0.217570], [4.020148, -2.025321, 0.701203], [3.349581, -0.901697, 1.129294], [2.065266, -0.524180, 0.666912], [1.301465, 0.484323, 0.932502], [1.859479, 1.637031, 1.583311], [-4.893260, -0.872141, -1.196286], [-3.888240, -1.165315, 0.149706], [-4.891928, 0.400710, -0.056734], [-3.420173, 1.606344, -1.582406], [-3.032320, -0.127876, -2.234635], [-0.137726, 0.783910, -2.523859], [0.362651, 1.875068, -1.520309], [-0.912977, 2.402636, -2.309855], [-2.879070, 1.305917, 1.266941], [-2.142110, 2.825852, 0.724467], [-1.182228, 1.439819, 1.776735], [1.467210, -3.602949, -1.053897], [3.946531, -3.782783, -0.452372], [4.938697, -2.112255, 1.157779], [3.683838, -0.322510, 1.883189], [1.120176, 1.958110, 2.200553], [2.780844, 1.523771, 2.174426], [2.124172, 2.478114, 0.838827]], "atomic_forces_ev_per_a": [[2.50, 0.84, 3.58], [2.13, -1.57, -0.28], [-0.08, -1.91, -0.33], [-1.70, -1.68, 0.65], [3.88, 1.68, -0.22], [1.80, -0.68, 0.13], [-2.84, 0.99, -1.10], [1.36, 1.62, 1.70], [0.08, -2.34, -2.00], [-3.51, 3.39, 1.61], [-2.70, 2.19, -0.27], [-0.02, -2.12, -2.30], [-2.71, -1.31, -0.56], [1.32, -0.22, -0.61], [2.45, 0.64, -2.03], [-1.79, -1.22, -2.28], [-0.35, 2.23, -1.40], [-0.55, -0.26, 0.64], [-0.98, -0.88, -0.36], [0.12, 1.35, 0.04], [-0.80, -0.55, -0.69], [3.10, 1.21, 2.24], [-1.26, 1.16, -1.31], [-2.40, -1.03, 0.83], [0.48, -1.47, 0.67], [-1.48, 1.02, -1.70], [1.30, 1.23, 1.03], [1.67, -3.04, -1.21], [2.06, -0.91, 0.58], [1.72, 1.75, 2.26], [-1.96, 1.51, 1.96], [-0.23, -0.38, -0.15], [-0.62, -1.24, 0.87]], "lowdin_charge": [-0.12, -0.31, 0.93, -0.14, -0.17, -0.07, 0.06, -0.19, -0.01, -0.03, -0.01, -0.01, -0.21, 0.02, -0.11, 0.03, 0.13, 0.07, 0.10, 0.11, 0.08, 0.00, 0.04, 0.00, 0.10, 0.10, 0.15, 0.07, 0.09, 0.07, 0.02, 0.08, 0.12], "lumo_ev": [-4.302, -4.298], "orbital_gap_ev": [6.53, 6.54], "smiles": "CCP(C)(C)=C=[N+]=C1C=CC=C/C1=N\\C", "homo_energy_ev": [-10.834, -10.836], "total_charge": 1}

***

Largest force on an atom list, top to bottom, in eV/Å: 3.9 4.1 5.1
Energy relative to the best compared isomer or geometry (same formula, charge and spin) list, top to bottom, in kcal per mole: 0.0 148.8 97.4